No. 1
Formula: C22H28BBr2IO13
Source: the Open Molecules 2025 dataset
Level of theory: ωB97M-V/def2-TZVPD

CARTESIAN COORDINATES (ANGSTROEM)
C  -0.7586  6.6602  -0.4067
C  0.9023  6.5687  -0.2819
C  1.2215  5.1270  0.4305
Br  1.4963  5.3486  2.4365
C  2.4390  4.2683  -0.2536
C  2.3200  3.5220  -1.5702
I  0.4043  3.5869  -2.6861
C  3.6391  2.6481  -2.1120
O  4.0316  2.6421  -3.4013
C  4.4528  1.8283  -0.9024
B  5.0753  0.3146  -1.0641
O  6.4861  -0.0603  -0.8456
O  4.1416  -0.7526  -1.5126
C  4.1117  -1.8539  -0.5371
C  4.5675  2.5705  0.4164
Br  5.4271  1.8455  2.0701
C  3.9251  4.1127  0.4979
O  4.5755  5.1322  1.0808
H  -1.0686  7.4702  -1.2127
H  -1.1824  6.9406  0.6629
H  -1.2443  5.6373  -0.7226
H  1.2215  7.4052  0.5025
H  1.4500  6.7538  -1.3011
H  0.2458  4.4460  0.3427
H  6.8552  0.3092  0.0101
H  2.9626  -2.1508  -0.4096
H  4.6313  -1.6043  0.4826
H  4.6381  -2.7985  -1.0375
C  -4.6315  6.3622  -4.6917
C  -4.1143  5.4924  -3.5645
C  -5.1142  4.4777  -3.0977
O  -4.7437  4.2776  -1.7480
C  -4.1755  5.4493  -1.3332
O  -3.9503  5.7320  -0.1678
O  -3.8966  6.2648  -2.3934
H  -3.8667  7.0845  -4.9971
H  -4.9113  5.7600  -5.5608
H  -5.5012  6.9464  -4.3707
H  -3.1638  5.0240  -3.8461
H  -5.0526  3.5427  -3.6626
H  -6.1478  4.8417  -3.1227
C  -0.9293  -4.4489  2.3799
C  -0.2181  -3.1250  2.1896
C  0.3272  -2.9435  0.8051
O  1.4242  -2.0770  1.0166
C  1.8640  -2.3252  2.2866
O  2.9314  -1.9397  2.7346
O  0.9543  -3.0653  2.9877
H  -1.3092  -4.5333  3.4038
H  -1.7680  -4.5518  1.6856
H  -0.2421  -5.2895  2.2324
H  -0.8712  -2.2933  2.4794
H  -0.4025  -2.4918  0.1264
H  0.7009  -3.8726  0.3593
C  -1.6357  -9.6484  3.6744
C  -1.8467  -8.5705  2.6312
C  -2.0447  -9.1187  1.2501
O  -1.5710  -8.0686  0.4304
C  -0.6254  -7.4107  1.1658
O  0.1638  -6.6005  0.7081
O  -0.6761  -7.7819  2.4798
H  -1.4971  -9.1990  4.6637
H  -2.4886  -10.3318  3.7165
H  -0.7287  -10.2264  3.4651
H  -2.6692  -7.9076  2.9251
H  -3.0950  -9.3381  1.0362
H  -1.4452  -10.0137  1.0470

Summary:
SMILES: CC[C@H](Br)C1=C(I)C(=O)C(B(O)OC)=C(Br)C1=O.C[C@@H]1COC(=O)O1.C[C@@H]1COC(=O)O1.C[C@@H]1COC(=O)O1
LUMO: -1.6 eV
largest force on an atom: 0.1748 Eh/bohr
HOMO-LUMO gap: 7.69 eV



No. 2
Formula: C22H28CeFN7O6S
Source: the Open Molecules 2025 dataset
Level of theory: ωB97M-V/def2-TZVPD

CARTESIAN COORDINATES (ANGSTROEM)
Ce  -2.6622  0.1320  3.0940
N  -0.9347  -0.8108  5.2765
C  -0.8208  0.3479  6.2140
C  -1.0024  1.5829  5.2938
O  -0.6980  1.3667  4.0267
N  -1.6514  2.6698  5.6781
C  -2.6594  3.3827  4.8885
C  -3.4738  2.4898  3.8757
O  -4.0381  1.3835  4.3026
O  -3.4581  2.8239  2.6716
H  -0.6859  -1.7121  5.7418
H  -0.2499  -0.6081  4.5312
H  0.0371  0.3660  6.8408
H  -1.6215  0.3374  6.9465
H  -2.2087  4.1562  4.2244
H  -3.3290  3.9051  5.5978
F  3.4458  1.5004  0.3431
C  2.5195  0.7537  -0.3232
C  1.3802  0.5209  0.3117
C  0.3046  -0.1543  -0.3843
C  -0.9021  -0.5333  0.2949
O  -0.9490  -0.4102  1.5898
C  -1.9944  -1.0923  -0.5123
C  -1.8178  -1.1439  -1.8855
N  -0.7085  -0.7771  -2.5827
C  -0.8289  -0.5048  -3.9620
C  -0.0258  -1.3777  -4.9039
C  0.2785  0.0599  -4.8572
C  0.4680  -0.5203  -1.7755
C  1.8011  -0.4611  -2.2550
C  2.8021  0.2943  -1.6290
N  4.0360  0.4403  -2.2709
C  4.5914  -0.5896  -3.0945
C  4.5938  -0.1313  -4.5251
N  5.1018  1.3286  -4.5929
C  5.7892  1.7698  -3.3092
C  4.8807  1.5743  -2.0639
C  -3.3430  -1.2910  0.1169
O  -4.0450  -2.2061  -0.3608
O  -3.6655  -0.5408  1.1298
H  1.2191  0.8831  1.3120
H  -2.6575  -1.5056  -2.4395
H  -1.7926  -0.1574  -4.3336
H  -0.5460  -1.6772  -5.8142
H  0.7621  -2.0283  -4.4022
H  -0.1387  0.6473  -5.6705
H  1.1945  0.4753  -4.3922
H  2.1511  -0.9984  -3.1890
H  4.0822  -1.5544  -2.9394
H  5.6654  -0.6977  -2.7767
H  3.5909  -0.1658  -5.0214
H  5.2657  -0.7776  -5.1044
H  4.2935  1.9279  -4.6454
H  5.6782  1.5163  -5.4417
H  5.9641  2.8604  -3.4039
H  6.6990  1.2143  -3.2468
H  4.3254  2.5330  -1.8860
H  5.5449  1.3846  -1.1613
N  -5.6907  -3.0556  2.1978
C  -5.2601  -2.7012  3.4067
N  -6.1992  -2.4251  4.3731
S  -3.6289  -2.6020  3.7860
H  -6.7023  -3.0953  2.0475
H  -5.0730  -2.9937  1.3853
H  -7.1106  -2.8287  4.3175
H  -5.8925  -2.4997  5.3395

Summary:
2S+1: 2
energy relative to the best compared isomer or geometry (same formula, charge and spin): 0.742 eV
LUMO (alpha / beta): -3.7 / -3.7 eV
largest force on an atom: 0.0719 Eh/bohr
HOMO-LUMO gap (alpha / beta): 4.75 / 4.75 eV
total charge: +1



No. 3
Formula: C22H28ClN3O3
Source: the Open Molecules 2025 dataset
Level of theory: ωB97M-V/def2-TZVPD

CARTESIAN COORDINATES (ANGSTROEM)
C  2.7336  0.6228  -4.2309
H  3.5837  -0.0619  -4.1383
O  1.5087  -0.0483  -4.0943
C  1.2532  -0.6926  -2.9183
C  2.1008  -0.7285  -1.8261
C  1.7252  -1.3828  -0.6589
C  0.5099  -2.0339  -0.5718
C  -0.3271  -2.0400  -1.6854
C  0.0099  -1.3607  -2.8425
O  -0.7808  -1.2684  -3.9426
C  -2.0672  -1.8453  -3.8853
H  -2.0105  -2.9379  -3.8400
H  -2.6407  -1.4770  -3.0294
H  -2.5593  -1.5506  -4.8106
H  -1.2679  -2.5597  -1.6327
C  0.0909  -2.7043  0.7098
H  0.2066  -3.7879  0.6201
H  0.7461  -2.3628  1.5140
C  -1.3679  -2.4105  1.0900
N  -1.6846  -1.0070  0.9969
C  -2.5152  -0.4948  0.0761
O  -3.1585  -1.1551  -0.7176
C  -2.6436  1.0265  0.1571
N  -1.4129  1.6368  0.6078
C  -1.5728  2.9434  1.2160
C  -0.2359  3.3100  1.9050
N  0.8123  2.3682  1.5783
C  0.9689  1.2199  2.3458
C  0.0159  0.7833  3.2703
C  0.2608  -0.3389  4.0424
C  1.4363  -1.0588  3.9303
C  2.3856  -0.6209  3.0190
C  2.1623  0.4956  2.2415
H  2.9268  0.8329  1.5595
H  3.3172  -1.1597  2.9269
H  1.6071  -1.9314  4.5391
Cl  -0.9593  -0.8639  5.1577
H  -0.9209  1.3016  3.3887
C  0.9176  2.2238  0.1408
H  1.1440  3.2097  -0.2754
C  -0.4089  1.6796  -0.4418
H  -0.2693  0.6630  -0.8131
H  -0.7408  2.3073  -1.2875
H  1.7328  1.5477  -0.1083
H  0.1023  4.2930  1.5605
H  -0.3417  3.3591  2.9882
H  -2.3804  2.8901  1.9493
H  -1.8441  3.7113  0.4711
H  -3.4345  1.2379  0.8834
H  -2.9809  1.3996  -0.8232
H  -1.1459  -0.3568  1.5555
H  -1.5476  -2.7520  2.1148
H  -2.0594  -2.9301  0.4240
H  2.3958  -1.3803  0.1866
H  3.0616  -0.2394  -1.8639
H  2.8376  1.4295  -3.4960
H  2.7251  1.0495  -5.2327

Summary:
SMILES: COc1ccc(CCNC(=O)CN2CCN(c3cccc(Cl)c3)CC2)cc1OC
energy relative to the best compared isomer or geometry (same formula, charge and spin): 1.204 eV
LUMO: 0.7 eV
largest force on an atom: 0.0099 Eh/bohr
HOMO-LUMO gap: 8.54 eV



No. 4
Formula: C22H28CuGeN5Se
Source: the Open Molecules 2025 dataset
Level of theory: ωB97M-V/def2-TZVPD

CARTESIAN COORDINATES (ANGSTROEM)
Cu  -1.7343  2.7181  0.4273
C  1.3157  3.6367  -2.9319
C  0.9052  4.9322  -2.9639
C  0.3538  5.5147  -1.8078
C  0.1884  4.7198  -0.6645
N  0.5153  3.4319  -0.6834
C  1.0136  2.8828  -1.8023
C  -0.3257  5.2426  0.6126
C  -0.0050  6.5197  1.1151
C  -0.5359  6.9596  2.2816
C  -1.4636  6.1932  3.0117
C  -1.9435  5.0213  2.4291
C  -1.2724  4.4591  1.2897
H  1.7289  3.1006  -3.7212
H  1.0675  5.5864  -3.8409
H  0.1047  6.5688  -1.7549
H  1.1495  1.8184  -1.7509
H  0.7397  7.0873  0.5439
H  -0.1995  7.9269  2.5669
H  -1.8038  6.5503  4.0239
H  -2.6258  4.4017  3.0459
N  -1.5976  -1.2580  -0.4173
C  -2.1400  -0.8835  -1.6020
C  -2.3762  0.4604  -1.4916
N  -1.9733  0.9069  -0.2694
C  -1.5495  -0.1811  0.3778
C  -1.1992  -0.3418  1.8349
N  -1.2635  -1.4664  2.4931
C  -0.8486  -1.2076  3.7853
C  -0.4665  0.0878  3.9096
N  -0.7498  0.6817  2.6945
H  -1.4833  -2.2352  -0.0769
H  -2.2455  -1.6342  -2.3231
H  -2.7141  1.0849  -2.2988
H  -0.9106  -1.9469  4.5907
H  -0.0646  0.6616  4.7381
H  -0.4395  1.6074  2.3872
C  2.6880  -3.1726  -1.6099
Ge  1.7459  -4.1821  -0.3015
C  1.1821  -2.8220  1.0238
C  2.9674  -5.5141  0.4475
C  0.0594  -4.9997  -1.0205
Se  0.1220  -6.9828  -1.3003
C  -1.0227  -7.1143  -2.8845
H  3.0402  -3.8765  -2.4279
H  3.6192  -2.7503  -1.0770
H  2.1404  -2.3785  -2.1138
H  1.9726  -2.6463  1.7084
H  0.3423  -3.1783  1.6065
H  0.9020  -1.8942  0.4803
H  3.8817  -5.0076  0.7465
H  3.3270  -6.2845  -0.2029
H  2.5674  -6.0218  1.3084
H  -0.1760  -4.4602  -1.9960
H  -0.6845  -4.9075  -0.3226
H  -1.1616  -6.1377  -3.4241
H  -2.0228  -7.5218  -2.7437
H  -0.6406  -7.7552  -3.6551

Summary:
energy relative to the best compared isomer or geometry (same formula, charge and spin): 0.150 eV
LUMO: 0.4 eV
largest force on an atom: 0.0625 Eh/bohr
HOMO-LUMO gap: 7.91 eV



No. 5
Formula: C22H28F5LaN2O3S5Te
Source: the Open Molecules 2025 dataset
Level of theory: ωB97M-V/def2-TZVPD

CARTESIAN COORDINATES (ANGSTROEM)
La  0.0000  0.0000  0.0000
O  2.4557  -1.4541  1.5674
N  2.7185  -1.9116  0.3402
O  1.8276  -1.4521  -0.5430
C  0.8585  -4.5450  4.9677
C  0.4670  -3.7412  3.7654
C  -0.4906  -4.2104  2.8646
C  -0.8349  -3.4407  1.7546
C  -1.8570  -3.9098  0.7666
C  -0.2056  -2.1983  1.5643
C  0.7647  -1.6822  2.4428
C  1.0773  -2.4906  3.5424
N  1.2761  -0.4729  2.1210
C  2.2960  0.2483  2.8953
C  1.8252  0.6628  4.3139
C  2.8970  1.5154  5.0177
C  4.2138  0.7233  5.0889
C  4.7141  0.3893  3.6731
C  4.9227  1.6904  2.8854
C  3.5997  2.4638  2.8012
C  3.1211  2.8070  4.2185
C  2.5436  1.5853  2.1099
C  3.6657  -0.4779  2.9521
H  0.3084  -5.4905  5.0163
H  0.6430  -3.9847  5.8832
H  1.9270  -4.7808  4.9327
H  -0.9657  -5.1719  3.0280
H  -2.2614  -4.8897  1.0410
H  -1.4083  -3.9995  -0.2280
H  -2.6923  -3.2035  0.7224
H  -0.4758  -1.5974  0.6958
H  1.8147  -2.1630  4.2643
H  1.6106  -0.2023  4.9471
H  0.8852  1.2282  4.2531
H  2.5608  1.7646  6.0305
H  4.0653  -0.2003  5.6618
H  4.9720  1.3102  5.6220
H  5.6618  -0.1574  3.7358
H  5.2907  1.4644  1.8771
H  5.6883  2.3064  3.3729
H  3.7470  3.3859  2.2279
H  2.1907  3.3859  4.1711
H  3.8628  3.4378  4.7238
H  2.8694  1.3679  1.0826
H  1.6056  2.1512  2.0178
H  3.6031  -1.4373  3.4726
H  4.0150  -0.7116  1.9370
C  -4.8269  2.2827  1.4346
S  -4.3051  3.7775  0.5632
C  -4.4296  3.2192  -1.0866
C  -3.6131  2.3095  -1.6730
S  -2.2438  1.4031  -1.0879
S  -3.9902  1.9565  -3.3655
C  -5.3417  3.0474  -3.5294
S  -6.2174  3.2377  -4.9415
S  -5.7029  3.9215  -2.0591
H  -4.9852  2.5274  2.4889
H  -4.0699  1.4979  1.3839
H  -5.7696  1.9051  1.0280
F  1.8362  -1.7869  -4.0247
Te  1.6701  0.0609  -3.2602
F  1.5048  1.9089  -2.4962
F  3.4094  0.5725  -4.1202
F  2.6573  -0.5305  -1.6164
F  0.6837  0.6524  -4.9045
O  -0.0852  -0.4554  -2.3923
H  -1.0247  1.1163  1.7008

Summary:
LUMO (alpha / beta): 3.4 / 3.4 eV
largest force on an atom: 0.1661 Eh/bohr
HOMO-LUMO gap (alpha / beta): 3.56 / 3.56 eV
total charge: -2



No. 6
Formula: C22H28F5NOPdSi2Te2
Source: the Open Molecules 2025 dataset
Level of theory: ωB97M-V/def2-TZVPD

CARTESIAN COORDINATES (ANGSTROEM)
Pd  0.6855  -0.3618  0.1269
C  3.3185  3.5290  0.9091
Si  2.1307  3.5361  -0.5237
C  2.7845  4.7071  -1.8319
C  0.5312  4.2439  0.2093
C  0.4465  5.6195  0.4670
C  -0.7248  6.2202  0.9011
C  -1.8537  5.4339  1.0717
C  -1.7784  4.0655  0.8532
C  -0.5971  3.4251  0.4452
Si  -0.7487  1.4916  0.2953
C  -1.7753  1.1253  1.8754
C  -1.9812  1.2754  -1.1186
H  3.4103  4.5548  1.2867
H  4.2991  3.1577  0.6102
H  2.9392  2.8837  1.7036
H  2.0704  5.5055  -2.0541
H  2.9781  4.1365  -2.7423
H  3.7232  5.1645  -1.5050
H  1.3267  6.2383  0.3055
H  -0.7639  7.2882  1.0902
H  -2.7949  5.8833  1.3724
H  -2.6814  3.4837  0.9953
H  -2.6856  1.7326  1.9194
H  -1.1886  1.3399  2.7737
H  -2.0839  0.0785  1.9038
H  -2.6459  2.1423  -1.2009
H  -2.5947  0.3858  -0.9456
H  -1.4385  1.1475  -2.0589
C  -4.7603  -3.5520  -0.3299
C  -3.3850  -2.9538  -0.2288
C  -2.6845  -2.5458  -1.3492
C  -1.4110  -2.0082  -1.2088
N  -0.8211  -1.8663  -0.0236
C  -1.4862  -2.2659  1.0610
C  -2.7565  -2.8094  1.0030
H  -5.1083  -3.5651  -1.3623
H  -5.4762  -2.9819  0.2655
H  -4.7637  -4.5774  0.0445
H  -3.1140  -2.6435  -2.3384
H  -0.8164  -1.6812  -2.0566
H  -0.9605  -2.1603  2.0008
H  -3.2471  -3.1226  1.9169
F  2.5197  1.5620  -3.3822
Te  2.6461  0.6116  -1.7230
F  0.8499  -0.0374  -2.5277
F  3.9633  -0.3091  -2.9241
F  2.3259  0.6249  0.8545
F  4.1194  1.8922  -1.4635
O  1.5011  2.1632  -1.1572
Te  2.4748  -2.4581  -0.5566
C  1.9658  -4.3706  0.1899
C  2.4938  -5.5130  -0.4294
C  2.2304  -6.7878  0.0543
C  1.4188  -6.9689  1.1702
C  0.8737  -5.8502  1.7896
C  1.1443  -4.5750  1.3067
H  3.1239  -5.3858  -1.3024
H  2.6610  -7.6501  -0.4454
H  1.2150  -7.9642  1.5490
H  0.2387  -5.9712  2.6620
H  0.7179  -3.7127  1.8072

Summary:
energy relative to the best compared isomer or geometry (same formula, charge and spin): 2.329 eV
LUMO: 4.0 eV
largest force on an atom: 0.0469 Eh/bohr
HOMO-LUMO gap: 5.12 eV
total charge: -2



No. 7
Formula: C22H28F6HfN3O7PS5
Source: the Open Molecules 2025 dataset
Level of theory: ωB97M-V/def2-TZVPD

CARTESIAN COORDINATES (ANGSTROEM)
Hf  -0.8388  -0.2754  1.2293
F  0.2398  -2.2968  5.9192
C  -0.6772  -2.7228  5.0899
F  -1.7708  -3.0803  5.7171
F  -0.2199  -3.7100  4.3405
S  -1.1166  -1.3436  3.9183
O  0.1112  -0.9803  3.1281
O  -2.0896  -1.8105  2.9406
N  -1.5373  -0.1894  4.8691
S  -1.6108  1.2312  4.1404
O  -2.4480  2.1512  4.7942
O  -1.8661  0.9881  2.6807
C  0.1376  1.9570  4.0979
F  0.5770  1.8890  2.8280
F  0.0700  3.2096  4.4675
F  0.9435  1.2815  4.8835
C  1.2569  1.2561  -3.9062
C  2.4941  0.5937  -3.3533
C  3.7559  1.4009  -3.5314
O  2.3469  0.2696  -1.9107
P  1.5268  0.8328  -0.7210
S  1.7905  -0.4108  0.8227
S  -0.4735  0.9294  -0.9922
O  1.9467  2.3069  -0.4107
C  3.3291  2.7943  -0.1836
C  3.3725  4.1919  -0.7525
C  3.6227  2.7501  1.2982
H  1.3923  1.3864  -4.9805
H  1.0975  2.2457  -3.4738
H  0.3676  0.6476  -3.7524
H  2.6168  -0.3987  -3.7856
H  3.6419  2.4078  -3.1307
H  3.9764  1.4915  -4.5952
H  4.6029  0.9108  -3.0534
H  3.9935  2.1240  -0.7321
H  2.6772  4.8374  -0.2161
H  3.1140  4.2101  -1.8103
H  4.3759  4.6014  -0.6376
H  2.9583  3.4259  1.8368
H  4.6480  3.0808  1.4654
H  3.5221  1.7448  1.7053
C  -1.0613  -4.7199  0.3348
S  0.0915  -3.3680  0.4716
O  -0.8684  -2.1371  0.3319
C  0.9383  -3.4147  -1.0764
C  2.2198  -3.9478  -1.0703
C  2.9093  -4.0244  -2.2725
C  2.3220  -3.5537  -3.4366
C  1.0454  -3.0024  -3.4171
C  0.3354  -2.9298  -2.2308
H  -1.6101  -4.6452  -0.6020
H  -1.7179  -4.6769  1.2019
H  -0.4750  -5.6387  0.3627
H  2.6806  -4.2879  -0.1515
H  3.9052  -4.4443  -2.2934
H  2.8636  -3.6152  -4.3713
H  0.5984  -2.6383  -4.3326
H  -0.6540  -2.4919  -2.1995
N  -4.9814  -0.7880  -0.1853
C  -3.7651  -1.1674  0.2144
N  -2.9709  -0.1389  0.4535
C  -3.7343  1.0082  0.1834
C  -3.4276  2.3649  0.2628
C  -4.4264  3.2559  -0.0712
C  -5.7023  2.8300  -0.4728
C  -6.0191  1.4898  -0.5547
C  -5.0050  0.6009  -0.2185
H  -5.7398  -1.4134  -0.4042
H  -3.4803  -2.2000  0.3319
H  -2.4564  2.7295  0.5664
H  -4.2213  4.3162  -0.0198
H  -6.4507  3.5694  -0.7202
H  -6.9991  1.1502  -0.8584

Summary:
energy relative to the best compared isomer or geometry (same formula, charge and spin): 0.162 eV
LUMO: -5.6 eV
largest force on an atom: 0.0224 Eh/bohr
HOMO-LUMO gap: 8.49 eV
total charge: +2